C6H9N | ωB97M-V with the def2-TZVPD basis set

The geometry in XYZ format:
```
16
Properties=species:S:1:pos:R:3
C -2.72 -0.35 -0.09
C -1.20 -0.23 -0.13
C -0.65 0.88 0.45
N 0.69 0.82 0.38
C 1.18 -0.28 -0.27
C 2.79 -0.13 -0.06
C -0.11 -1.02 -0.64
H -3.16 0.63 -0.28
H -3.04 -0.64 0.93
H -3.18 -1.06 -0.78
H -1.12 1.75 0.85
H 1.27 1.45 0.89
H 2.99 0.68 0.68
H 3.33 -0.97 0.37
H 3.40 0.22 -0.92
H -0.47 -1.76 -1.38
```

Properties
SMILES string = Cc1c[nH]c(C)c1
Maximum force = 0.035 Eh/bohr
M = 95.145 g/mol
ΔE to the lowest compared entry with this formula, charge and spin = 45.7 kcal per mole
Lowest unoccupied orbital energy = 0.9 eV

---

C6H9N | ωB97M-V with the def2-TZVPD basis set

The geometry in XYZ format:
```
16
Properties=species:S:1:pos:R:3
C 1.14 2.00 0.04
C -1.82 0.98 -0.11
C -1.17 -0.30 -0.77
C -1.05 -0.09 0.65
C 0.23 -0.11 -0.26
C 1.35 -1.78 -0.29
N 1.09 0.93 -0.60
H 1.76 2.75 -0.36
H 0.26 2.34 0.78
H -1.31 1.87 -0.55
H -2.93 0.75 -0.14
H -1.56 -0.79 -1.53
H -1.37 -0.51 1.58
H 1.72 -1.74 -1.27
H 0.74 -2.62 0.05
H 2.24 -1.66 0.46
```

Properties
Maximum force = 0.095 Eh/bohr
M = 95.145 g/mol
ΔE to the lowest compared entry with this formula, charge and spin = 138.4 kcal per mole
Lowest unoccupied orbital energy = 1.2 eV

---

C6H9N | ωB97M-V with the def2-TZVPD basis set

The geometry in XYZ format:
```
16
Properties=species:S:1:pos:R:3
C 3.12 0.50 0.14
C 1.79 0.47 -0.47
C 0.68 0.04 -0.67
C -0.32 -1.02 -0.44
N -1.48 -0.71 0.38
C -2.62 -0.07 -0.23
C -1.78 0.67 0.74
H 3.91 0.35 -0.60
H 3.11 -0.37 0.82
H 3.31 1.40 0.73
H -0.65 -1.48 -1.38
H 0.28 -1.77 0.12
H -3.59 -0.48 0.06
H -2.54 0.22 -1.28
H -1.13 1.44 0.34
H -2.11 0.82 1.77
```

Properties
SMILES string = CC#CCN1CC1
Maximum force = 0.013 Eh/bohr
M = 95.145 g/mol
ΔE to the lowest compared entry with this formula, charge and spin = 89.9 kcal per mole
Lowest unoccupied orbital energy = 1.0 eV

---

C6H9N | ωB97M-V with the def2-TZVPD basis set

The geometry in XYZ format:
```
16
Properties=species:S:1:pos:R:3
C -1.94 -0.41 2.21
C -0.61 0.33 1.88
C -0.26 0.68 0.68
C 0.54 1.09 -0.27
N 1.48 0.21 -0.85
C 1.39 0.08 -2.29
C 1.00 -1.04 -1.40
H -2.71 0.28 2.55
H -1.88 -1.22 2.96
H -2.34 -0.89 1.29
H 0.21 1.23 1.96
H 0.59 2.12 -0.58
H 2.35 0.09 -2.80
H 0.58 0.62 -2.78
H -0.06 -1.27 -1.31
H 1.67 -1.89 -1.26
```

Properties
SMILES string = CC=C=CN1CC1
Maximum force = 0.075 Eh/bohr
M = 95.145 g/mol
ΔE to the lowest compared entry with this formula, charge and spin = 129.0 kcal per mole
Lowest unoccupied orbital energy = 1.0 eV

---

C6H9N | ωB97M-V with the def2-TZVPD basis set

The geometry in XYZ format:
```
16
Properties=species:S:1:pos:R:3
C -2.53 -0.25 -0.15
C -1.12 0.15 0.12
C -0.59 1.27 0.70
C 0.83 1.15 0.66
C 1.13 -0.05 0.05
C 2.44 -0.63 -0.38
N -0.06 -0.64 -0.27
H -2.92 -0.96 0.59
H -3.17 0.64 -0.13
H -2.64 -0.71 -1.14
H -1.16 2.10 1.09
H 1.56 1.87 1.02
H 2.32 -1.66 -0.75
H 2.88 -0.05 -1.19
H 3.17 -0.66 0.44
H -0.14 -1.56 -0.68
```

Properties
SMILES string = Cc1ccc(C)[nH]1
Maximum force = 0.004 Eh/bohr
M = 95.145 g/mol
ΔE to the lowest compared entry with this formula, charge and spin = 1.1 kcal per mole
Lowest unoccupied orbital energy = 1.0 eV

---

C6H9N | ωB97M-V with the def2-TZVPD basis set

The geometry in XYZ format:
```
16
Properties=species:S:1:pos:R:3
C 1.77 0.85 1.81
C 1.43 -0.14 0.80
C 1.15 -0.94 -0.06
C 0.09 -1.54 -0.88
C -1.07 -0.56 -0.23
C -1.19 0.78 -0.83
N -2.42 0.05 -0.50
H 1.37 1.84 1.54
H 2.85 0.93 1.90
H 1.36 0.58 2.79
H 0.07 -2.64 -0.72
H 0.31 -1.41 -1.95
H -0.93 -0.69 0.83
H -1.06 0.82 -1.91
H -0.89 1.69 -0.32
H -2.76 0.42 0.40
```

Properties
SMILES string = CC#CC[C@H]1CN1
Maximum force = 0.017 Eh/bohr
M = 95.145 g/mol
ΔE to the lowest compared entry with this formula, charge and spin = 103.9 kcal per mole
Lowest unoccupied orbital energy = 0.9 eV

---

C6H9N | ωB97M-V with the def2-TZVPD basis set

The geometry in XYZ format:
```
16
Properties=species:S:1:pos:R:3
C 1.40 0.73 2.01
C 0.71 0.03 0.89
C 0.93 -1.20 0.33
C 0.10 -1.28 -0.83
C -0.67 -0.15 -0.88
C -1.83 0.13 -1.77
N -0.28 0.65 0.16
H 0.69 1.16 2.72
H 2.05 0.02 2.54
H 2.04 1.53 1.62
H 1.56 -1.98 0.75
H 0.24 -1.82 -1.75
H -1.77 1.10 -2.27
H -1.89 -0.66 -2.53
H -2.76 0.09 -1.20
H -0.50 1.63 0.22
```

Properties
SMILES string = Cc1ccc(C)[nH]1
Maximum force = 0.022 Eh/bohr
M = 95.145 g/mol
ΔE to the lowest compared entry with this formula, charge and spin = 8.0 kcal per mole
Lowest unoccupied orbital energy = 1.0 eV

---

C6H9N | ωB97M-V with the def2-TZVPD basis set

The geometry in XYZ format:
```
16
Properties=species:S:1:pos:R:3
C -1.93 2.41 0.99
C -0.73 1.62 0.72
C 0.26 0.97 0.48
C 1.38 0.08 0.14
C 0.88 -1.35 -0.06
C 0.08 -1.68 -1.25
N 1.48 -2.11 -1.15
H -2.64 2.28 0.17
H -1.69 3.47 1.07
H -2.42 2.10 1.92
H 2.14 0.11 0.93
H 1.87 0.40 -0.79
H 0.63 -1.87 0.86
H -0.12 -0.91 -1.99
H -0.71 -2.43 -1.13
H 1.54 -3.09 -0.90
```

Properties
SMILES string = CC#CC[C@H]1CN1
Maximum force = 0.012 Eh/bohr
M = 95.145 g/mol
ΔE to the lowest compared entry with this formula, charge and spin = 65.3 kcal per mole
Lowest unoccupied orbital energy = 1.0 eV

---

C6H9N | ωB97M-V with the def2-TZVPD basis set

The geometry in XYZ format:
```
16
Properties=species:S:1:pos:R:3
C -1.79 -2.32 0.70
C -1.22 -1.43 -0.08
C -0.82 -0.72 -1.09
C 0.11 0.46 -1.18
N 0.17 1.20 0.08
C 1.39 1.95 0.35
C 1.09 0.69 1.07
H -1.22 -3.16 1.08
H -2.84 -2.26 0.96
H -1.60 -1.03 -1.79
H 1.12 0.14 -1.51
H -0.26 1.13 -1.96
H 1.24 2.91 0.84
H 2.20 1.92 -0.38
H 1.70 -0.18 0.81
H 0.72 0.70 2.10
```

Properties
SMILES string = C=C=CCN1CC1
Maximum force = 0.035 Eh/bohr
M = 95.145 g/mol
ΔE to the lowest compared entry with this formula, charge and spin = 90.2 kcal per mole
Lowest unoccupied orbital energy = 1.0 eV

---

C6H9N | ωB97M-V with the def2-TZVPD basis set

The geometry in XYZ format:
```
16
Properties=species:S:1:pos:R:3
C -0.90 1.67 0.90
C -0.10 1.16 -0.23
C -0.98 -1.27 -1.25
C -0.30 -1.52 -0.14
C 1.06 -0.98 0.19
N 1.92 -0.28 -0.74
C 1.15 0.52 0.22
H -0.69 1.31 1.92
H -1.98 1.62 0.70
H -0.65 2.74 0.84
H -2.03 -1.50 -1.33
H -0.53 -0.73 -2.08
H -0.80 -2.00 0.69
H 1.62 -1.53 0.94
H 1.50 -0.19 -1.66
H 1.71 0.99 1.03
```

Properties
Maximum force = 0.008 Eh/bohr
M = 95.145 g/mol
ΔE to the lowest compared entry with this formula, charge and spin = 127.5 kcal per mole
Lowest unoccupied orbital energy = 0.1 eV

---

C6H9N | ωB97M-V with the def2-TZVPD basis set

The geometry in XYZ format:
```
16
Properties=species:S:1:pos:R:3
C 0.69 1.44 1.17
C -0.59 0.90 0.76
C -1.53 0.74 -0.09
C -1.40 -0.31 0.97
C -0.88 -1.63 0.77
N -0.49 -2.71 0.68
H 1.45 0.68 0.96
H 0.88 2.35 0.61
H 0.67 1.63 2.24
H -2.23 1.06 -0.83
H -2.12 -0.37 1.76
C 1.16 -0.79 -1.92
H 0.68 0.22 -1.69
H 1.25 -0.93 -3.00
H 2.17 -0.74 -1.50
H 0.65 -1.68 -1.50
```

Properties
SMILES string = CC1=C[C@H]1C#N.C
Maximum force = 0.038 Eh/bohr
M = 95.145 g/mol
ΔE to the lowest compared entry with this formula, charge and spin = 71.2 kcal per mole
Lowest unoccupied orbital energy = 0.8 eV

---

C6H9N | ωB97M-V with the def2-TZVPD basis set

The geometry in XYZ format:
```
16
Properties=species:S:1:pos:R:3
C -1.02 1.01 1.09
C -0.18 -0.01 1.26
C 1.09 -0.30 0.50
C 1.60 0.76 -0.39
N 1.10 -0.49 -0.94
C -0.21 -0.56 -1.48
C -1.15 -1.26 -0.86
H -1.67 1.31 1.90
H -1.11 1.60 0.18
H -0.36 -0.67 2.10
H 1.79 -0.93 1.05
H 2.66 0.94 -0.50
H 0.98 1.66 -0.44
H -0.40 0.02 -2.37
H -0.92 -1.96 -0.06
H -2.20 -1.12 -1.05
```

Properties
SMILES string = C=C[C@@H]1CN1C=C
Maximum force = 0.014 Eh/bohr
M = 95.145 g/mol
ΔE to the lowest compared entry with this formula, charge and spin = 79.8 kcal per mole
Lowest unoccupied orbital energy = 1.2 eV

---

C6H9N | ωB97M-V with the def2-TZVPD basis set

The geometry in XYZ format:
```
16
Properties=species:S:1:pos:R:3
C 1.94 0.40 0.11
N 0.90 -0.57 -0.25
C -0.07 -1.01 0.73
C -1.26 -0.04 0.76
C -0.96 1.03 -0.28
C -0.25 -0.12 -1.06
C -1.15 -1.13 -0.28
H 2.10 0.40 1.19
H 1.69 1.42 -0.19
H 2.89 0.12 -0.37
H 0.18 -1.67 1.56
H -1.95 0.01 1.61
H -0.38 1.91 0.01
H -1.87 1.33 -0.80
H -0.11 -0.06 -2.14
H -1.79 -1.95 -0.57
```

Properties
Maximum force = 0.009 Eh/bohr
M = 95.145 g/mol
ΔE to the lowest compared entry with this formula, charge and spin = 76.9 kcal per mole
Lowest unoccupied orbital energy = 1.2 eV

---

C6H9N | ωB97M-V with the def2-TZVPD basis set

The geometry in XYZ format:
```
16
Properties=species:S:1:pos:R:3
C -1.09 0.63 2.30
C -0.38 0.07 1.12
C 0.07 -1.18 0.86
N 0.41 -1.27 -0.49
C 0.50 0.03 -0.98
C 0.89 0.17 -2.44
C -0.12 0.87 -0.10
H -1.84 1.38 2.03
H -1.50 -0.16 2.93
H -0.36 1.10 2.97
H 0.02 -2.12 1.39
H 1.22 -1.82 -0.75
H 1.91 0.53 -2.50
H 0.68 -0.81 -2.87
H 0.21 0.82 -2.99
H -0.63 1.74 -0.48
```

Properties
SMILES string = Cc1c[nH]c(C)c1
Maximum force = 0.049 Eh/bohr
M = 95.145 g/mol
ΔE to the lowest compared entry with this formula, charge and spin = 19.0 kcal per mole
Lowest unoccupied orbital energy = 1.1 eV

---

C6H9N | ωB97M-V with the def2-TZVPD basis set

The geometry in XYZ format:
```
16
Properties=species:S:1:pos:R:3
C 0.16 -0.48 -1.49
C 1.23 -0.12 -0.79
C 1.31 1.09 0.11
C 2.44 -0.91 -0.90
N 3.41 -1.54 -0.98
H 0.15 -1.35 -2.13
H -0.76 0.10 -1.41
H 1.94 1.87 -0.33
H 1.76 0.82 1.08
H 0.31 1.49 0.29
C -1.52 -0.35 1.51
C -2.49 0.03 0.68
H -1.14 0.30 2.29
H -1.05 -1.33 1.42
H -2.85 -0.62 -0.10
H -2.95 1.01 0.75
```

Properties
SMILES string = C=C(C)C#N.C=C
Maximum force = 0.022 Eh/bohr
M = 95.145 g/mol
ΔE to the lowest compared entry with this formula, charge and spin = 46.4 kcal per mole
Lowest unoccupied orbital energy = 0.7 eV

---

C6H9N | ωB97M-V with the def2-TZVPD basis set

The geometry in XYZ format:
```
16
Properties=species:S:1:pos:R:3
C 1.76 0.41 0.77
C 0.43 0.54 0.08
C 0.00 1.47 -0.90
C -1.27 1.12 -1.29
N -1.63 0.00 -0.58
C -0.62 -0.34 0.27
C -0.35 -1.75 0.64
H 2.53 1.03 0.29
H 2.14 -0.62 0.80
H 1.69 0.74 1.82
H 0.57 2.32 -1.26
H -1.95 1.59 -1.98
H -2.46 -0.56 -0.74
H 0.16 -1.90 1.60
H 0.36 -1.58 -0.24
H -1.17 -2.48 0.53
```

Properties
SMILES string = Cc1cc[nH]c1C
Maximum force = 0.066 Eh/bohr
M = 95.145 g/mol
ΔE to the lowest compared entry with this formula, charge and spin = 33.3 kcal per mole
Lowest unoccupied orbital energy = 1.0 eV

---

C6H9N | ωB97M-V with the def2-TZVPD basis set

The geometry in XYZ format:
```
16
Properties=species:S:1:pos:R:3
C -0.61 1.80 -0.35
C -0.46 0.31 -0.49
C 0.34 -0.22 -1.53
C 1.51 -0.25 -0.48
C 1.32 -0.86 0.69
C -0.05 -1.32 1.18
N -1.04 -0.49 0.48
H 0.35 2.26 -0.60
H -0.87 2.09 0.68
H -1.37 2.20 -1.03
H 0.55 0.43 -2.38
H 0.11 -1.24 -1.84
H 2.17 -1.18 1.30
H -0.17 -2.39 0.95
H -0.20 -1.21 2.26
H -1.57 0.06 1.14
```

Properties
Maximum force = 0.007 Eh/bohr
M = 95.145 g/mol
ΔE to the lowest compared entry with this formula, charge and spin = 92.0 kcal per mole
Lowest unoccupied orbital energy = 0.8 eV

---

C6H9N | ωB97M-V with the def2-TZVPD basis set

The geometry in XYZ format:
```
16
Properties=species:S:1:pos:R:3
C 0.51 -0.50 -1.72
C -0.40 0.07 -0.61
C 0.20 0.56 0.72
C 0.50 1.88 1.35
C 0.13 -0.69 1.21
C -0.72 -1.22 0.12
N -1.78 -0.28 -0.30
H 1.24 0.24 -2.02
H -0.08 -0.83 -2.58
H 1.09 -1.39 -1.40
H 0.91 1.73 2.35
H -0.41 2.50 1.47
H 1.21 2.47 0.77
H 0.57 -1.19 2.07
H -0.65 -2.18 -0.40
H -2.26 -0.65 -1.11
```

Properties
Maximum force = 0.027 Eh/bohr
M = 95.145 g/mol
ΔE to the lowest compared entry with this formula, charge and spin = 101.1 kcal per mole
Lowest unoccupied orbital energy = 1.1 eV

---

C6H9N | ωB97M-V with the def2-TZVPD basis set

The geometry in XYZ format:
```
16
Properties=species:S:1:pos:R:3
C 0.77 0.68 2.04
C 1.18 1.28 0.75
C -1.54 0.25 0.13
C -0.76 -0.75 1.02
C -0.28 -0.32 -0.35
C 0.38 -1.00 -1.47
N -0.18 -0.15 2.21
H 1.16 0.85 3.10
H 0.60 2.24 0.58
H 2.26 1.04 0.46
H -2.35 -0.06 -0.35
H -1.58 1.33 0.33
H -1.11 -1.89 1.12
H -0.33 -1.77 -1.71
H 1.42 -1.34 -1.28
H 0.43 -0.26 -2.37
```

Properties
Maximum force = 0.112 Eh/bohr
M = 95.145 g/mol
ΔE to the lowest compared entry with this formula, charge and spin = 131.1 kcal per mole
Lowest unoccupied orbital energy (alpha / beta) = 0.5 / 0.5 eV

---

C6H9N | ωB97M-V with the def2-TZVPD basis set

The geometry in XYZ format:
```
16
Properties=species:S:1:pos:R:3
C 1.77 0.63 -0.13
N 0.71 -0.07 -0.32
C 0.03 -0.99 0.60
C -1.28 -0.25 0.85
C -1.28 1.00 -0.02
C -0.55 0.12 -1.08
C -1.12 -1.13 -0.37
H 2.22 1.19 -0.95
H 2.51 -1.29 1.04
H 2.19 0.69 0.86
H 1.78 -1.50 1.16
H -1.86 -0.43 1.75
H -0.70 1.88 0.31
H -2.28 1.31 -0.33
H -0.49 0.37 -2.14
H -1.64 -2.01 -0.73
```

Properties
Maximum force = 0.010 Eh/bohr
M = 95.145 g/mol
ΔE to the lowest compared entry with this formula, charge and spin = 169.2 kcal per mole
Lowest unoccupied orbital energy (alpha / beta) = 0.2 / 0.2 eV